10
Properties=species:S:1:pos:R:3:mulliken_charge:R:1 method="wB97M-V/def2-TZVPD" e_homo_ev="-16.03 / -16.18" multiplicity=1 charge=+1
C -0.4541 -0.1866 -0.3172 0.4980
C 2.0641 0.6672 0.9747 0.0631
N -1.2180 0.5435 0.4819 -0.0819
N -1.0823 -0.9001 -1.2128 0.1983
N -2.3680 0.1353 0.0488 -0.0979
N -2.3719 -0.6988 -0.9545 -0.1969
O 1.9691 -0.0327 0.0199 -0.2447
H -0.9103 -1.6016 -1.9190 0.2737
H 1.3827 0.6856 1.7833 0.2959
H 2.9888 1.3882 1.0948 0.2924



11
Properties=species:S:1:pos:R:3:mulliken_charge:R:1 method="wB97M-V/def2-TZVPD" e_homo_ev=-9.15 multiplicity=1
O 1.5722 -1.5977 -1.0424 -0.5445
C 0.7535 -1.2102 -0.2393 0.1832
C 0.9059 -0.1278 0.7989 -0.3852
C 0.0199 0.8736 0.8657 -0.3876
C -0.9265 0.9197 -0.2626 -0.0083
N -0.7111 0.0603 -1.1740 -0.4424
H 1.6677 -0.3204 1.5488 0.3763
H -0.1392 -1.8039 0.0566 0.2893
H -0.0444 1.5821 1.6873 0.3500
H -1.7522 1.6352 -0.2817 0.3843
H -1.3458 -0.0108 -1.9573 0.1850



19
Properties=species:S:1:pos:R:3:mulliken_charge:R:1 method="wB97M-V/def2-TZVPD" smiles=CCC.CC e_homo_ev=-10.92 multiplicity=1
C -0.4352 -0.7082 1.5034 -0.2439
C 0.9108 -0.7568 0.7333 -0.7890
C -0.4859 -1.8353 2.4754 -1.2642
H -0.5457 0.3786 2.0043 0.1995
H -1.2019 -0.6410 0.8692 0.4055
H 1.7510 -0.6772 1.4289 0.3544
H 0.3136 -1.7479 3.1108 0.3669
H -1.4155 -1.7737 3.0834 0.3051
H 0.7928 0.0947 -0.0096 -0.1106
H 1.1715 -1.6538 0.2007 0.3632
H -0.3541 -2.8779 2.1509 0.3349
C -0.0165 2.3036 -2.0117 -0.7449
C -0.0282 0.8358 -2.3217 -0.7823
H -0.1142 2.6286 -1.0292 0.3308
H 0.8491 2.8060 -2.4836 0.2358
H -0.9968 2.5252 -2.5524 0.2304
H 0.7981 0.2314 -1.8939 0.2603
H -0.9699 0.3433 -1.8706 0.2232
H -0.0230 0.5245 -3.3876 0.3248



18
Properties=species:S:1:pos:R:3:mulliken_charge:R:1 method="wB97M-V/def2-TZVPD" e_homo_ev=-4.23 multiplicity=1 charge=-1
C -3.6523 2.5100 -1.4014 -0.3147
C 2.4126 -1.9309 -0.0097 -0.6313
C -2.5020 2.0866 -1.4336 -0.4794
C 2.4647 -0.7223 -0.4188 -0.3596
C 0.3716 -0.2644 1.5700 -0.7097
O -1.1864 -1.6643 -0.0622 -0.5725
O -2.0486 -0.7553 2.1924 -0.6509
O 0.4454 0.7973 -0.8081 -0.6602
O 2.1581 1.5765 0.8636 -0.7437
S -1.2384 -0.3182 1.0457 0.5834
S 1.3132 0.4729 0.3360 1.1336
H -4.5447 2.8874 -1.2807 0.4581
H -0.9514 -1.5592 -1.0203 0.3312
H 3.0360 -2.6168 -0.5063 0.2883
H 1.8040 -2.0407 0.8581 0.4337
H -1.5027 1.6902 -1.3233 0.3706
H 3.1604 -0.4239 -1.1882 0.3145
H 0.4605 0.2751 2.5867 0.2088



66
Properties=species:S:1:pos:R:3:mulliken_spin:R:1 method="wB97M-V/def2-TZVPD" e_homo_ev="-8.03 / -8.09" multiplicity=7
O 3.5948 5.5398 -3.5015 0.0000
C 3.0592 5.9731 -4.7912 0.0000
C 4.2914 6.7959 -5.1456 0.0000
H 2.1481 6.5631 -4.6448 0.0000
H 2.8777 5.1171 -5.4505 0.0000
C 4.7966 6.3466 -3.7513 0.0000
H 4.1140 7.8690 -5.2387 0.0000
H 4.8745 6.3932 -5.9762 0.0000
C 4.9062 7.4899 -2.7657 0.0000
H 4.0031 8.1099 -2.7828 0.0000
H 5.7565 8.1323 -3.0215 0.0000
H 5.0758 7.1010 -1.7561 0.0000
C 6.0624 5.5171 -3.7970 0.0000
H 5.9793 4.6932 -4.5140 0.0000
H 6.2954 5.1272 -2.8006 0.0000
H 6.9062 6.1452 -4.1063 0.0000
Eu -0.2118 0.2935 -0.2026 6.1073
C 0.7594 -2.3662 -0.2754 -0.0173
C -0.3295 -2.4080 -1.1948 -0.0082
C 0.0165 -1.6140 -2.3287 -0.0141
H -1.2574 -2.9649 -1.0647 0.0010
C 1.3282 -1.0861 -2.1123 -0.0009
C 1.7842 -1.5494 -0.8394 -0.0069
H 2.7589 -1.3419 -0.3942 0.0019
H 0.8086 -2.9003 0.6755 0.0019
H -0.5993 -1.4728 -3.2185 0.0014
H 1.8990 -0.4784 -2.8160 0.0011
C -0.2801 -0.3082 2.5886 -0.0106
C 1.0952 -0.2668 2.2152 -0.0157
C 1.4179 1.0760 1.8541 -0.0053
H 1.7877 -1.1086 2.2330 0.0015
C 0.2347 1.8700 2.0066 -0.0118
C -0.8151 1.0079 2.4565 -0.0183
H -1.8435 1.2943 2.6799 0.0013
H -0.8166 -1.1774 2.9685 0.0010
H 2.3982 1.4365 1.5378 0.0023
H 0.1600 2.9446 1.8329 0.0011
O 0.7058 2.1376 -1.4830 -0.0015
C 2.1202 2.4899 -1.5493 0.0029
C 2.2893 3.1802 -2.8839 0.0014
H 2.7119 1.5669 -1.4533 -0.0011
H 2.3359 3.1540 -0.6978 -0.0002
C 0.8897 3.6822 -3.2860 -0.0003
H 2.6712 2.4797 -3.6399 -0.0002
H 3.0006 3.9919 -2.7762 -0.0001
C -0.0603 2.7157 -2.5945 0.0003
H 0.7540 3.6970 -4.3711 0.0000
H 0.7353 4.7002 -2.8984 0.0001
H -0.3544 1.8836 -3.2520 0.0012
H -0.9570 3.1844 -2.1684 -0.0004
O -6.5932 -1.3928 3.1798 -0.0002
S -5.2061 -1.0486 3.3856 0.0001
O -4.8316 -0.3475 4.5912 -0.0005
N -4.5328 -0.3468 2.0513 -0.0048
C -3.6475 -1.0860 1.3864 0.0005
S -3.0226 -0.5260 -0.0785 -0.0080
C -3.3715 -2.3770 2.0505 -0.0017
C -2.4516 -3.3959 1.7805 0.0010
C -2.3645 -4.5020 2.6323 0.0001
C -3.2208 -4.6124 3.7413 0.0003
C -4.1560 -3.6046 4.0118 -0.0002
C -4.1936 -2.5030 3.1731 0.0000
H -1.8160 -3.3141 0.8977 -0.0018
H -1.6327 -5.2869 2.4300 0.0000
H -3.1577 -5.4790 4.4000 0.0000
H -4.8405 -3.6385 4.8564 0.0000



8
Properties=species:S:1:pos:R:3:mulliken_charge:R:1 method="wB97M-V/def2-TZVPD" e_homo_ev=-9.54 multiplicity=1
C -0.3919 1.1159 -0.0330 -0.0741
C 0.9788 -0.4529 0.0673 0.4372
C -0.5316 -0.3772 0.0558 -0.4159
O 1.8128 -1.5350 -0.0822 -0.5620
P 1.2417 1.3239 0.0745 -0.1796
H -1.2342 1.7875 -0.2624 0.3608
H -0.7794 -0.9477 1.0044 0.2046
H -1.0962 -0.9145 -0.8243 0.2291



15
Properties=species:S:1:pos:R:3:mulliken_charge:R:1 method="wB97M-V/def2-TZVPD" smiles=CSC.CO e_homo_ev=-8.70 multiplicity=1
C 1.4783 1.7204 1.8217 -0.5681
O 1.4933 0.3207 1.5350 -0.4842
H 0.4765 2.0346 2.0907 0.2209
H 2.1471 1.9083 2.6506 0.2677
H 1.8352 2.3053 0.9795 0.2734
H 1.5235 0.2153 0.5778 0.2798
C -0.7669 -1.8975 -1.4766 -0.7894
S -0.3319 -0.1805 -1.1445 -0.1351
C -1.5847 0.1594 0.1135 -0.7944
H -0.3338 -2.1957 -2.4300 0.3081
H -1.8450 -2.0434 -1.5569 0.2646
H -0.3874 -2.5308 -0.6803 0.2685
H -1.4612 1.1875 0.4558 0.2473
H -2.5892 0.0594 -0.2863 0.3668
H -1.4056 -0.5292 0.9366 0.2742



11
Properties=species:S:1:pos:R:3:mulliken_charge:R:1 method="wB97M-V/def2-TZVPD" e_homo_ev="-9.03 / -8.54" multiplicity=1
C -1.2823 0.8047 0.8747 -0.0459
C 0.2078 -0.8387 -0.5750 -0.4277
C -0.3231 -0.2175 0.7677 -0.1892
C 1.1163 0.2104 -0.9281 -0.0536
O -1.9144 0.9592 1.9067 -0.5067
F 2.3809 0.2178 -0.3705 -0.2290
H -1.5342 1.4417 -0.0101 0.2673
H 0.7230 -1.8180 -0.4847 0.3050
H -0.4645 -1.2175 -1.3867 0.2903
H 0.1555 -0.8413 1.6053 0.2801
H 0.9350 1.2992 -1.3993 0.3093



One value per record, in order, for energy above the lowest of the compared OMol25 structures with the same formula, charge and spin: 176.9; 45.3; 31.3; 1.7; 0.0; 56.9; 13.0; 76.9 kcal per mole.